Entry 1:
Molecular formula: C8H32N16O8
Method: DFT, ωB97M-V with the def2-TZVPD basis set

Atoms and positions in Å:
C (3.014850, -24.438230, 7.711300)
O (3.756510, -24.310220, 8.638530)
N (2.084670, -25.344440, 7.486080)
N (3.297310, -23.856180, 6.602970)
H (1.536360, -25.498300, 6.651940)
H (1.871520, -25.857140, 8.329770)
H (2.634200, -24.049390, 5.866050)
H (4.177190, -23.416820, 6.373030)
C (3.261920, -18.042670, 13.887700)
O (3.484780, -17.673350, 12.735420)
N (3.686980, -19.179670, 14.443750)
N (2.257230, -17.571670, 14.611130)
H (3.621730, -19.497580, 15.400190)
H (4.355770, -19.779670, 13.982410)
H (1.684950, -16.823500, 14.246660)
H (2.061210, -18.004280, 15.502490)
C (-0.181100, -22.398760, 15.543690)
O (-1.234950, -21.853660, 15.911530)
N (1.008240, -22.005520, 15.940170)
N (0.029770, -23.441170, 14.792840)
H (1.140270, -21.425270, 16.756250)
H (1.819030, -22.284790, 15.406580)
H (-0.721150, -24.009820, 14.428340)
H (0.971290, -23.805940, 14.816910)
C (-2.207840, -18.465220, 13.425870)
O (-2.594220, -19.260610, 14.240600)
N (-1.068880, -18.525480, 12.799010)
N (-2.911080, -17.404100, 13.114260)
H (-0.918070, -17.634220, 12.348450)
H (-0.387730, -19.261610, 12.918440)
H (-3.733540, -17.323090, 13.694870)
H (-2.654120, -16.823480, 12.328800)
C (-0.311360, -22.506580, 7.003650)
O (-0.864990, -23.553180, 7.368880)
N (0.158940, -22.340430, 5.822080)
N (-0.125550, -21.414730, 7.695010)
H (0.131240, -23.022430, 5.077620)
H (0.678710, -21.530950, 5.514370)
H (0.351270, -20.692170, 7.174770)
H (-0.493070, -21.367500, 8.634590)
C (4.287860, -23.381310, 14.597580)
O (3.254350, -22.907920, 14.194980)
N (4.339330, -24.510430, 15.242360)
N (5.407030, -22.766180, 14.565210)
H (3.421680, -24.901620, 15.400390)
H (5.180760, -24.988400, 15.531580)
H (6.172000, -23.158760, 15.095130)
H (5.405270, -21.930230, 13.998390)
C (1.508830, -21.364100, 11.190100)
O (1.299120, -20.634740, 10.208010)
N (1.768400, -20.909400, 12.402490)
N (1.554540, -22.687620, 11.069220)
H (2.212770, -20.003650, 12.449970)
H (2.214310, -21.668380, 12.897690)
H (1.725940, -23.144440, 10.184890)
H (1.637400, -23.095340, 11.989540)
C (3.269450, -20.322210, 7.010150)
O (2.279010, -19.830680, 6.640480)
N (3.455750, -20.754260, 8.245760)
N (4.385750, -20.264650, 6.387880)
H (4.251860, -21.304610, 8.534580)
H (2.597850, -20.733460, 8.778370)
H (5.155720, -20.775510, 6.795650)
H (4.449200, -19.927870, 5.437800)

Cartesian forces (eV/Å) of the 3 atoms listed first:
C 1.4 -1.1 -1.2
O 0.7 0.1 4.0
N -2.4 -2.6 2.5

Properties
Multiplicity = 2
Energy = -49032.307 eV
Total charge = +1
HOMO (alpha / beta) = -10.747 / -10.746 eV
Gap between HOMO and LUMO (alpha / beta) = 8.301 / 2.360 eV

Entry 2:
Molecular formula: C8H32O10
Method: DFT, ωB97M-V with the def2-TZVPD basis set

Atoms and positions in Å:
C (3.039440, -0.275756, -2.614297)
C (2.272267, -1.234314, -2.122254)
C (1.578657, -1.083075, -0.792399)
C (1.643085, -2.070896, 0.087380)
C (0.842199, 0.226180, -0.583804)
C (1.459781, 1.295141, -0.089281)
C (-0.682768, 0.137234, -0.936817)
C (-1.533218, 0.397761, 0.263033)
H (3.283846, 0.546360, -1.917551)
H (3.451951, -0.231402, -3.629096)
H (1.887767, -2.146376, -2.580491)
H (2.243836, -2.951028, -0.107914)
H (1.026937, -2.043025, 0.975802)
H (1.046744, 2.239149, 0.216019)
H (2.472185, 1.195009, 0.285948)
H (-0.875302, -0.773232, -1.507158)
H (-0.833709, 0.787533, -1.796688)
H (-2.491048, 0.652733, -0.124536)
H (-1.551753, -0.398049, 0.999293)
H (-1.163559, 1.319167, 0.812980)
O (-3.302475, -3.090595, 0.577778)
H (-3.199089, -2.123991, 0.641597)
H (-3.808924, -3.266987, -0.218038)
O (-0.774888, -3.715480, 1.570404)
H (-0.883709, -3.355369, 0.675911)
H (-1.711924, -3.843362, 1.770967)
O (0.675773, 2.588469, -2.678795)
H (0.571724, 2.709118, -1.732704)
H (1.489565, 2.083291, -2.796792)
O (2.399942, 1.645056, 2.601600)
H (3.253836, 1.689532, 3.032679)
H (1.773543, 1.018709, 3.009254)
O (3.790864, -0.716061, 1.447634)
H (3.632478, -1.561813, 1.896687)
H (2.982640, -0.259058, 1.720207)
O (-1.794644, 1.291736, 3.872381)
H (-1.610530, 1.312237, 2.922271)
H (-1.354752, 2.100053, 4.171988)
O (-0.300694, 0.108484, -4.178835)
H (-0.449298, 1.050326, -4.221670)
H (0.190234, -0.301024, -3.470177)
O (-1.804147, 3.812069, -2.320141)
H (-1.608506, 3.317032, -3.126373)
H (-2.685982, 3.502440, -2.088226)
O (0.371377, -0.124080, 3.090555)
H (-0.420335, 0.144640, 3.593404)
H (0.296771, -0.898755, 2.527391)
O (-3.912513, -0.419260, 1.037389)
H (-4.143616, 0.237971, 0.370955)
H (-4.780059, -0.524439, 1.462530)

Cartesian forces (eV/Å) of the 3 atoms listed first:
C 0.4 0.4 -0.1
C -1.2 0.0 0.7
C 0.7 0.8 -0.3

Properties
Structure (SMILES) = C=CC(=C)C(=C)CC.O.O.O.O.O.O.O.O.O.O
Energy = -29287.288 eV
Total charge = 0
HOMO = -9.105 eV
Gap between HOMO and LUMO = 8.962 eV

Entry 3:
Molecular formula: C8H32O8
Method: DFT, ωB97M-V with the def2-TZVPD basis set

Atoms and positions in Å:
C (8.197971, 11.316383, -15.043071)
O (7.336471, 11.584219, -13.854781)
H (7.569250, 10.684112, -15.669996)
H (8.559967, 12.212465, -15.547159)
H (8.996004, 10.667650, -14.681995)
H (7.516939, 10.914446, -13.191124)
C (8.853461, 14.640692, -17.333023)
O (8.678045, 13.557365, -16.379748)
H (8.194376, 15.503658, -17.238208)
H (9.853098, 15.064081, -17.235225)
H (8.782764, 14.406795, -18.395282)
H (9.508629, 13.076153, -16.366989)
C (11.419876, 13.237143, -17.821087)
O (10.535338, 12.365626, -17.133648)
H (12.487228, 13.031621, -17.739723)
H (11.233937, 13.304414, -18.893006)
H (11.305886, 14.258516, -17.457897)
H (11.060141, 11.562451, -17.100789)
C (7.252908, 17.363473, -16.095342)
O (7.730939, 17.578682, -14.778801)
H (6.386607, 16.721225, -16.253868)
H (7.005541, 18.324646, -16.545968)
H (8.040706, 16.802215, -16.597798)
H (7.074406, 18.162283, -14.391535)
C (8.160943, 11.574659, -17.914400)
O (8.069942, 10.158918, -17.784595)
H (7.422015, 12.016368, -18.582958)
H (7.944599, 11.957433, -16.917006)
H (9.120585, 11.881251, -18.330562)
H (8.720266, 9.856330, -17.146542)
C (10.268901, 16.399123, -19.923202)
O (9.013552, 16.140333, -19.238645)
H (11.110716, 15.920939, -19.422406)
H (10.223623, 15.932444, -20.907210)
H (10.387498, 17.480369, -19.993429)
H (8.286859, 15.937939, -19.832408)
C (9.910668, 17.470111, -17.386695)
O (9.979930, 18.609258, -16.511160)
H (10.615449, 16.671815, -17.154072)
H (8.918586, 17.019209, -17.363042)
H (10.156292, 17.849394, -18.378607)
H (9.932205, 18.277971, -15.611395)
C (6.439613, 14.279292, -18.293968)
O (5.132930, 14.688286, -18.670160)
H (7.171661, 14.225855, -19.099780)
H (6.777050, 14.958706, -17.511254)
H (6.521736, 13.306764, -17.808644)
H (4.470469, 14.071329, -18.350636)

Cartesian forces (eV/Å) of the 3 atoms listed first:
C -1.3 -1.6 2.6
O 0.8 0.6 -1.0
H 0.2 0.2 -0.2

Properties
Structure (SMILES) = CO.CO.CO.CO.CO.CO.CO.CO
Energy = -25184.866 eV
Total charge = 0
HOMO = -9.231 eV
Gap between HOMO and LUMO = 9.396 eV

Maximum force values, unit eV/A, following the record order: 7.07, 2.69, 5.00.
Energy relative to the best compared isomer or geometry (same formula, charge and spin) values, unit kcal/mol, following the record order: 9.9, 67.0, 229.1.